# C51H114N5O3P

6 unconnected molecules or ions with the total composition C51H114N5O3P at a distorted geometry (ωB97M-V with the def2-TZVPD basis set, the OMol25 dataset).

Results
DFT total energy in eV: -77578.63599
Energy above the lowest of the compared OMol25 structures with the same formula, charge and spin in kcal/mol: 0.0
Net charge: +4
Orbital gap in eV: 9.225

Each atom is followed by the atoms it is bonded to, with distances in Å.
Element x y z (Å)
1 H -3.4802 2.5857 -1.7867  C166 1.090
2 C 0.3936 -3.3424 -1.5249  H108 1.090, C123 1.553, N156 1.550, H163 1.090
3 H 5.1014 -0.9375 -2.7488  C135 1.090
4 H -5.1463 0.9821 -4.3052  C99 1.090
5 H 2.9922 -2.5195 -2.0656  C13 1.090
6 H -4.8074 -0.6896 -3.8512  C99 1.090
7 H 2.8203 -0.5809 1.4281  C56 1.090
8 C 0.4245 -4.1438 -3.7560  H50 1.090, C148 1.592, N156 1.565, H164 1.090
9 C -1.4866 4.6520 0.6358  C68 1.533, H93 1.090, C126 1.551, H147 1.090
10 H -4.8622 0.5318 -2.5898  C99 1.090
11 H 5.2592 2.4567 1.4650  C71 1.090
12 C 3.9303 0.8875 -2.9914  H28 1.090, H120 1.090, H121 1.090, C135 1.515
13 C 2.6661 -3.2606 -2.7953  H5 1.090, H59 1.090, H154 1.090, N156 1.570
14 C 5.6267 0.4962 -1.1958  C24 1.498, H43 1.090, H131 1.090, C135 1.517
15 H -3.8250 5.1736 -3.4254  C88 1.090
16 H 2.9499 -3.2420 2.5272  C171 1.090
17 C 3.4133 2.0793 2.5006  H30 1.090, C71 1.524, H110 1.090, C130 1.618
18 H -0.9132 -3.6008 2.4922  C81 1.090
19 O -0.5531 0.6958 0.7086  N174 1.254
20 H -2.0429 -1.5995 1.0828  C31 1.090
21 C -2.5917 1.9825 -3.6131  C38 1.507, H104 1.090, C166 1.534, H173 1.090
22 H 6.2078 -6.6714 4.0146  C58 1.090
23 H -3.0142 -2.8103 0.4831  C31 1.090
24 C 4.6720 -0.1901 -0.2677  C14 1.498, N85 1.574, H92 1.090, H114 1.090
25 H 0.8975 -5.4032 -0.8036  C123 1.090
26 C 0.8275 -1.5734 -3.3456  H97 1.090, C105 1.541, H134 1.090, N156 1.581
27 H -3.2222 5.2101 -0.4436  C126 1.090
28 H 3.8870 0.8450 -4.0797  C12 1.090
29 C 2.4405 5.0305 -2.2427  C47 1.525, H116 1.090, C124 1.502, H161 1.090
30 H 2.4291 2.4942 2.2832  C17 1.090
31 C -3.0939 -1.7939 0.8687  H20 1.090, H23 1.090, C35 1.468, C142 1.492
32 H -0.8243 -4.8845 -0.9067  C123 1.090
33 H 0.9701 -2.9978 4.8148  C42 1.090
34 H -4.9995 6.9797 -3.3125  C70 1.090
35 C -3.8865 -1.9770 2.0913  C31 1.468, H113 1.090, H139 1.090, N162 1.548
36 H 0.9327 -4.6851 1.4191  C119 1.090
37 H 4.3170 6.0430 -2.3053  C47 1.090
38 C -2.9972 0.5327 -3.6854  C21 1.507, C99 1.588, H144 1.090, H165 1.090
39 H 0.8881 -2.0561 -5.4167  C105 1.090
40 H 4.1793 -1.2361 2.4598  C56 1.090
41 H 4.2648 -7.8200 4.5873  C137 1.090
42 C 0.0046 -2.9378 4.3126  H33 1.090, H60 1.090, C81 1.540, H103 1.090
43 H 6.6187 0.0656 -1.0591  C14 1.090
44 H -2.6212 3.2720 3.5801  C128 1.090
45 C -3.5935 0.3507 3.0506  H46 1.090, H80 1.090, H149 1.090, N162 1.508
46 H -3.1892 -0.0422 3.9835  C45 1.090
47 C 3.2647 6.3129 -2.2162  C29 1.525, H37 1.090, H98 1.090, H112 1.090
48 H -7.9048 -0.3347 4.7712  C118 1.090
49 H 0.6223 -5.1740 2.9706  C119 1.090
50 H 1.0615 -4.5270 -4.5532  C8 1.090
51 C -5.9080 -0.7764 3.0224  H102 1.090, H138 1.090, C152 1.562, N162 1.559
52 H -4.9824 8.7538 -2.7787  C70 1.090
53 H 5.4999 -4.5680 2.2794  C146 1.090
54 C -3.0752 7.7766 -2.9458  C70 1.539, C73 1.524, H78 1.090, H122 1.090
55 H 3.9323 2.1091 0.3503  C71 1.090
56 C 3.6449 -0.3551 2.1043  H7 1.090, H40 1.090, N85 1.572, C130 1.529
57 H 0.2039 -2.2511 2.2027  C81 1.090
58 C 5.4558 -6.6257 3.2269  H22 1.090, H63 1.090, C137 1.551, C146 1.596
59 H 3.2474 -3.1506 -3.7108  C13 1.090
60 H -0.7514 -3.5888 4.7517  C42 1.090
61 H -2.9208 3.0941 1.0610  C68 1.090
62 H 6.4036 -0.9748 1.6511  C168 1.090
63 H 5.8744 -7.1023 2.3404  C58 1.090
64 H -4.5331 1.0239 0.8257  C169 1.090
65 H -0.8577 -5.9108 -3.0192  C148 1.090
66 H -1.9040 1.9682 -1.4553  C166 1.090
67 H 0.2891 3.6945 -3.5503  C79 1.090
68 C -2.4402 3.9191 1.5868  C9 1.533, H61 1.090, H117 1.090, C128 1.491
69 C 2.9544 -6.5681 3.4337  H101 1.090, H129 1.090, C137 1.515, N157 1.560
70 C -4.5379 7.9645 -3.3849  H34 1.090, H52 1.090, C54 1.539, H133 1.090
71 C 4.3564 1.8625 1.3237  H11 1.090, C17 1.524, H55 1.090, N85 1.604
72 H 0.7568 6.1594 -2.9887  C124 1.090
73 C -2.2572 6.7478 -3.7180  C54 1.524, C88 1.570, H95 1.090, H115 1.090
74 H 2.2903 -1.1808 -4.9277  C105 1.090
75 H -6.9688 -0.3748 6.9939  C127 1.090
76 H -5.2594 -0.5142 5.1140  C152 1.090
77 H -1.2155 2.7140 2.7433  C128 1.090
78 H -3.2281 7.5257 -1.8961  C54 1.090
79 C 0.0433 4.1403 -2.5865  H67 1.090, P87 1.913, C124 1.617, H158 1.090
80 H -3.9985 1.3534 2.9140  C45 1.090
81 C 0.0364 -3.1550 2.7883  H18 1.090, C42 1.540, H57 1.090, C119 1.569
82 H -8.3277 -1.4622 6.7720  C127 1.090
83 H -1.8067 6.1890 -0.8901  C126 1.090
84 H 0.7902 -6.2347 -2.8775  C148 1.090
85 N 4.7603 0.3131 1.2211  C24 1.574, C56 1.572, C71 1.604, C168 1.520
86 H 2.2965 -6.1803 0.9595  C155 1.090
87 P -1.8447 4.2756 -2.3100  C79 1.913, C88 1.913, C126 1.907, C166 1.847
88 C -2.7656 5.2638 -3.6651  H15 1.090, C73 1.570, P87 1.913, H160 1.090
89 H 4.0753 -8.3133 2.9190  C137 1.090
90 O 1.1605 1.5636 -0.2644  N174 1.227
91 H -2.9776 -0.1362 -0.4469  C142 1.090
92 H 3.6370 0.0476 -0.5134  C24 1.090
93 H -0.6254 4.0108 0.4476  C9 1.090
94 H 5.1120 -4.6480 3.9556  C146 1.090
95 H -1.2032 6.6964 -3.4451  C73 1.090
96 O 1.0346 -0.5078 -0.1023  N174 1.215
97 H -0.2611 -1.5236 -3.3729  C26 1.090
98 H 2.9912 6.7761 -1.2682  C47 1.090
99 C -4.5740 0.3509 -3.6254  H4 1.090, H6 1.090, H10 1.090, C38 1.588
100 H -0.4090 0.3642 -5.1701  C136 1.090
101 H 2.0821 -7.0813 3.0292  C69 1.090
102 H -6.5161 -1.4762 2.4492  C51 1.090
103 H -0.3246 -1.9232 4.5372  C42 1.090
104 H -3.1927 2.4522 -4.3917  C21 1.090
105 C 1.2089 -1.2194 -4.7961  C26 1.541, H39 1.090, H74 1.090, C136 1.542
106 H -5.7998 -0.2290 0.6352  C169 1.090
107 H 6.1780 0.4136 2.7958  C168 1.090
108 H -0.5819 -2.8569 -1.5540  C2 1.090
109 H 2.2245 0.3627 3.5867  C130 1.090
110 H 3.8878 2.8062 3.1597  C17 1.090
111 H -5.4008 -2.1378 4.6208  C152 1.090
112 H 2.9020 6.9822 -2.9963  C47 1.090
113 H -3.3737 -2.3016 2.9967  C35 1.090
114 H 4.8745 -1.2610 -0.2812  C24 1.090
115 H -2.1788 7.1574 -4.7251  C73 1.090
116 H 2.7260 4.4145 -1.3900  C29 1.090
117 H -3.2268 4.6135 1.8817  C68 1.090
118 C -7.3465 -1.2089 5.1063  H48 1.090, C127 1.503, H132 1.090, C152 1.553
119 C 1.0334 -4.3154 2.4396  H36 1.090, H49 1.090, C81 1.569, C171 1.578
120 H 4.0680 1.9599 -2.8537  C12 1.090
121 H 2.9814 0.5536 -2.5716  C12 1.090
122 H -2.6920 8.7820 -3.1202  C54 1.090
123 C 0.1512 -4.8703 -1.3928  C2 1.553, H25 1.090, H32 1.090, C148 1.542
124 C 0.9860 5.4062 -2.2349  C29 1.502, H72 1.090, C79 1.617, H159 1.090
125 H 5.9045 0.5322 -3.3255  C135 1.090
126 C -2.1544 5.1818 -0.6605  C9 1.551, H27 1.090, H83 1.090, P87 1.907
127 C -7.2573 -1.3494 6.6002  H75 1.090, H82 1.090, C118 1.503, H143 1.090
128 C -1.8279 3.6005 2.9086  H44 1.090, C68 1.491, H77 1.090, H151 1.090
129 H 2.6945 -6.2346 4.4384  C69 1.090
130 C 3.2029 0.6299 3.1874  C17 1.618, C56 1.529, H109 1.090, H150 1.090
131 H 5.7187 1.5805 -1.1326  C14 1.090
132 H -7.8606 -2.0828 4.7061  C118 1.090
133 H -4.6077 8.4186 -4.3734  C70 1.090
134 H 1.1824 -0.8469 -2.6146  C26 1.090
135 C 5.1889 0.1392 -2.6033  H3 1.090, C12 1.515, C14 1.517, H125 1.090
136 C 0.6606 0.1594 -5.2156  H100 1.090, C105 1.542, H153 1.090, H170 1.090
137 C 4.1829 -7.4438 3.5675  H41 1.090, C58 1.551, C69 1.515, H89 1.090
138 H -6.3195 0.2317 3.0730  C51 1.090
139 H -4.6980 -2.6730 1.8790  C35 1.090
140 H 6.8124 0.7635 1.2058  C168 1.090
141 H 2.6312 -3.9929 4.0798  C171 1.090
142 C -3.7440 -0.7703 -0.0010  C31 1.492, H91 1.090, H145 1.090, C169 1.524
143 H -6.5670 -2.1537 6.8544  C127 1.090
144 H -2.5838 0.2376 -4.6498  C38 1.090
145 H -4.2162 -1.3040 -0.8257  C142 1.090
146 C 4.9183 -5.1400 3.0024  H53 1.090, C58 1.596, H94 1.090, N157 1.579
147 H -0.9494 5.4580 1.1357  C9 1.090
148 C 0.0889 -5.4011 -2.8395  C8 1.592, H65 1.090, H84 1.090, C123 1.542
149 H -2.7167 0.3946 2.4045  C45 1.090
150 H 3.8514 0.5566 4.0605  C130 1.090
151 H -1.3887 4.4330 3.4583  C128 1.090
152 C -5.9031 -1.1745 4.5329  C51 1.562, H76 1.090, H111 1.090, C118 1.553
153 H 1.0170 0.3122 -6.2343  C136 1.090
154 H 2.8572 -4.2664 -2.4212  C13 1.090
155 C 3.2110 -5.6213 1.1579  H86 1.090, N157 1.516, H167 1.090, H172 1.090
156 N 1.1114 -3.0536 -2.8680  C2 1.550, C8 1.565, C13 1.570, C26 1.581
157 N 3.3925 -5.3054 2.6294  C69 1.560, C146 1.579, C155 1.516, C171 1.544
158 H 0.2656 3.3954 -1.8225  C79 1.090
159 H 0.6968 5.8141 -1.2663  C124 1.090
160 H -2.5494 4.7101 -4.5788  C88 1.090
161 H 2.6903 4.5002 -3.1617  C29 1.090
162 N -4.5261 -0.5869 2.3265  C35 1.548, C45 1.508, C51 1.559, C169 1.564
163 H 0.9041 -2.9725 -0.6357  C2 1.090
164 H -0.5179 -3.7028 -4.0810  C8 1.090
165 H -2.5763 -0.0910 -2.8968  C38 1.090
166 C -2.4686 2.5417 -2.1904  H1 1.090, C21 1.534, H66 1.090, P87 1.847
167 H 4.0490 -6.2897 0.9603  C155 1.090
168 C 6.1635 0.0831 1.7572  H62 1.090, N85 1.520, H107 1.090, H140 1.090
169 C -4.7539 -0.0422 0.8786  H64 1.090, H106 1.090, C142 1.524, N162 1.564
170 H 1.1282 0.9061 -4.5738  C136 1.090
171 C 2.4923 -4.1083 3.0048  H16 1.090, C119 1.578, H141 1.090, N157 1.544
172 H 3.2402 -4.6677 0.6306  C155 1.090
173 H -1.5447 1.9061 -3.9064  C21 1.090
174 N 0.5833 0.5815 0.1903  O19 1.254, O90 1.227, O96 1.215